Record 1
# C36H35AlF5GeN3O3STe

C36H35AlF5GeN3O3STe as an isolated structure (ωB97M-V with the def2-TZVPD basis set, OMol25).

Each line ends with the Mulliken charge.
Geometry (Å):
Al -1.85 -0.22 -1.50  0.64
N -3.18 -1.76 -2.33  -0.14
C -3.02 -1.84 -3.75  0.57
C -4.11 -1.60 -4.57  -0.74
C -3.97 -1.64 -5.95  -0.63
C -2.74 -1.90 -6.51  -0.73
C -1.64 -2.12 -5.68  -1.07
C -1.76 -2.09 -4.30  0.47
C -0.56 -2.25 -3.43  1.57
C 0.46 -3.14 -3.79  -0.82
C 1.61 -3.25 -3.03  -1.20
C 1.79 -2.48 -1.89  -1.03
C 0.75 -1.63 -1.57  0.19
C -0.45 -1.47 -2.27  -0.72
H -2.83 -2.59 -1.86  0.34
H -4.16 -1.63 -2.07  0.01
H -5.08 -1.39 -4.13  0.41
H -4.83 -1.45 -6.58  0.39
H -2.61 -1.93 -7.58  0.39
H -0.67 -2.29 -6.12  0.50
H 0.34 -3.76 -4.67  0.57
H 2.39 -3.95 -3.33  0.42
H 2.68 -2.52 -1.29  0.78
H 0.25 0.21 -0.80  0.68
F -3.50 -0.86 2.44  -0.36
Te -3.53 0.44 1.10  1.21
F -2.10 1.29 2.03  -0.50
F -0.46 0.90 -0.94  -0.74
F -2.93 0.95 -2.08  -0.43
F -4.79 1.31 2.51  -0.69
O -2.30 -0.68 0.16  -0.47
S -5.60 -1.39 0.22  -0.57
C -7.03 -0.81 0.94  0.39
N -7.15 0.23 1.74  0.09
C -8.50 0.33 2.30  -0.51
C -9.28 -0.73 1.51  -0.45
N -8.22 -1.40 0.77  -0.14
H -6.33 0.70 2.14  0.21
H -8.90 1.33 2.15  0.32
H -8.48 0.12 3.37  0.31
H -10.00 -0.28 0.82  0.27
H -9.81 -1.42 2.16  0.28
H -8.34 -2.19 0.17  0.18
O 0.85 -2.47 1.01  -0.54
C 0.76 -1.30 0.88  0.49
O 0.89 -0.74 -0.46  0.58
C 0.54 -0.24 1.92  -0.34
C 1.13 1.14 1.67  -1.31
Ge 3.08 1.32 1.60  2.21
C 3.89 0.75 3.28  0.02
C 3.12 0.55 4.42  -0.51
C 3.71 0.17 5.62  -0.73
C 5.08 -0.01 5.70  -0.47
C 5.87 0.20 4.57  -0.81
C 5.27 0.57 3.38  -0.27
C 3.44 3.22 1.31  0.01
C 2.68 3.94 0.39  -0.15
C 2.92 5.29 0.16  -0.75
C 3.94 5.93 0.85  -0.45
C 4.70 5.23 1.78  -0.68
C 4.45 3.88 2.00  -0.38
C 3.87 0.30 0.13  -0.01
C 4.62 -0.86 0.35  0.24
C 5.20 -1.54 -0.72  -0.88
C 5.02 -1.09 -2.02  -0.46
C 4.25 0.04 -2.25  -0.72
C 3.69 0.73 -1.19  -0.44
H 0.89 -0.69 2.85  0.46
H -0.55 -0.18 1.98  0.06
H 0.79 1.80 2.48  0.57
H 0.70 1.59 0.77  0.42
H 2.05 0.70 4.39  0.29
H 3.09 0.01 6.50  0.41
H 5.54 -0.31 6.63  0.38
H 6.94 0.07 4.63  0.40
H 5.90 0.73 2.51  0.48
H 1.87 3.46 -0.15  0.25
H 2.32 5.84 -0.55  0.41
H 4.13 6.98 0.68  0.37
H 5.49 5.73 2.32  0.40
H 5.04 3.35 2.74  0.30
H 4.77 -1.23 1.35  0.40
H 5.79 -2.43 -0.53  0.38
H 5.47 -1.63 -2.84  0.41
H 4.10 0.39 -3.26  0.43
H 3.11 1.62 -1.39  0.30

## Properties
Energy relative to the best compared isomer or geometry (same formula, charge and spin): 45.2 kcal per mole
HOMO energy: -8.464 eV
HOMO-LUMO gap: 0.32128 Ha



Record 2
# C36H35BF5N7OTeV

C36H35BF5N7OTeV as an isolated structure (ωB97M-V with the def2-TZVPD basis set, OMol25).

Each line ends with the Mulliken charge.
Geometry (Å):
V -0.03 -0.05 -0.23  -1.61
C 0.61 -4.74 2.31  -1.47
C 1.11 -3.45 1.81  0.68
C 2.42 -2.99 1.78  -1.30
C 2.37 -1.70 1.22  -0.33
N 1.09 -1.42 0.92  0.99
N 0.34 -2.47 1.28  0.36
B -1.18 -2.39 1.10  -0.71
N -1.60 -1.04 1.72  0.21
N -1.08 0.12 1.29  0.76
C -1.62 1.13 2.05  0.27
C -2.52 0.55 2.95  -1.29
C -2.48 -0.82 2.72  0.71
C -3.22 -1.88 3.43  -1.55
C -1.29 2.54 2.02  0.73
C -2.25 3.47 2.46  -0.97
C -1.91 4.80 2.61  -0.92
C -0.63 5.25 2.32  -0.69
C 0.32 4.34 1.85  -0.34
C 0.00 3.01 1.71  0.82
N -1.45 -2.34 -0.41  0.29
N -0.98 -1.35 -1.19  1.47
C -1.30 -1.67 -2.50  0.43
C -1.99 -2.89 -2.48  -1.66
C -2.06 -3.29 -1.15  0.60
C -2.66 -4.52 -0.62  -1.47
C -1.00 -0.90 -3.68  1.21
C -0.26 0.29 -3.61  0.73
C 0.09 0.99 -4.74  -0.84
C -0.32 0.52 -5.99  -0.87
C -1.06 -0.65 -6.08  -0.83
C -1.41 -1.36 -4.95  -1.31
C 3.52 -0.85 1.02  0.55
C 3.45 0.58 1.19  0.48
C 4.63 1.38 1.05  -0.51
C 5.81 0.80 0.65  -0.58
C 5.87 -0.59 0.48  -0.71
C 4.75 -1.40 0.68  -0.76
H 1.43 -5.30 2.76  0.44
H -0.17 -4.60 3.05  0.30
H 0.20 -5.34 1.50  0.25
H 3.28 -3.50 2.15  0.68
H -1.72 -3.29 1.61  0.02
H -3.09 1.04 3.70  0.71
H -3.87 -1.44 4.18  0.45
H -3.82 -2.48 2.75  0.33
H -2.52 -2.55 3.94  0.32
H -3.25 3.15 2.68  0.52
H -2.66 5.50 2.95  0.47
H -0.36 6.28 2.47  0.47
H 1.32 4.68 1.61  0.54
H 0.76 2.32 1.40  -0.39
H -2.38 -3.43 -3.31  0.65
H -3.16 -5.07 -1.42  0.42
H -1.89 -5.17 -0.20  0.26
H -3.39 -4.32 0.17  0.32
H 0.06 0.63 -2.63  0.26
H 0.67 1.89 -4.67  0.56
H -0.06 1.08 -6.88  0.48
H -1.35 -1.02 -7.05  0.45
H -1.96 -2.28 -5.06  0.41
H 2.61 1.00 1.73  0.87
H 4.58 2.45 1.25  0.41
H 6.69 1.40 0.50  0.51
H 6.80 -1.05 0.17  0.47
H 4.83 -2.46 0.52  0.56
C -4.02 4.34 -2.63  -1.59
C -3.10 3.36 -2.02  0.73
C -1.72 3.59 -1.94  -1.20
C -0.90 2.63 -1.38  -0.19
N -1.35 1.45 -0.93  1.44
C -2.68 1.23 -0.99  -0.25
C -3.56 2.14 -1.52  -1.25
H -3.59 5.33 -2.68  0.42
H -4.97 4.37 -2.10  0.43
H -4.25 4.03 -3.66  0.31
H -1.29 4.50 -2.31  0.57
H 0.17 2.81 -1.32  0.16
H -3.04 0.29 -0.60  0.33
H -4.61 1.90 -1.54  0.58
F 4.39 1.85 -1.70  -0.28
Te 2.89 0.92 -0.93  1.20
F 2.70 2.81 -0.36  -0.44
F 2.10 1.58 -2.53  -0.28
F 1.77 -0.72 -1.59  -0.55
F 4.07 -0.45 -1.68  -0.29
O 1.11 1.03 -0.16  0.82

## Properties
Energy relative to the best compared isomer or geometry (same formula, charge and spin): 68.3 kcal per mole
HOMO energy (spin up / spin down): -16.185 / -16.185 eV
Net charge: +3
HOMO-LUMO gap (spin up / spin down): 0.16511 / 0.16505 Ha



Record 3
# C36H35Cl2CrN4O2S6

C36H35Cl2CrN4O2S6 as an isolated structure (ωB97M-V with the def2-TZVPD basis set, OMol25).

Each line ends with the Mulliken charge.
Geometry (Å):
Cr -0.78 0.44 -0.25  1.66
S -7.39 3.30 -0.15  -0.38
C -5.87 2.62 -0.33  0.12
S -5.54 0.95 -0.14  -0.12
C -3.83 0.97 -0.49  0.14
C -3.31 2.19 -0.76  -0.06
S -1.64 2.50 -1.12  -0.66
S -4.46 3.51 -0.71  -0.14
S -2.92 -0.52 -0.44  -0.62
N 2.08 -1.00 1.24  -0.27
C 1.00 -1.70 1.64  -0.11
S -0.15 -2.17 0.52  -0.31
N 0.96 -1.89 2.99  0.07
C 0.22 -2.79 3.76  0.45
C -0.41 -3.93 3.26  -0.29
C -1.09 -4.78 4.12  -0.83
C -1.14 -4.52 5.48  -0.43
C -0.50 -3.40 5.99  -0.68
C 0.18 -2.55 5.14  -0.14
H 1.97 -0.58 0.32  0.04
H 2.49 -0.36 1.92  0.35
H 1.45 -1.19 3.54  0.21
H -0.38 -4.13 2.20  0.42
H -1.58 -5.65 3.71  0.36
H -1.69 -5.19 6.14  0.37
H -0.53 -3.18 7.05  0.36
H 0.66 -1.66 5.53  0.28
Cl 3.25 -1.03 -4.32  -0.22
C 1.83 -2.00 -4.05  0.89
C 1.73 -2.69 -2.85  -0.57
C 0.67 -3.54 -2.63  -0.31
C -0.29 -3.71 -3.61  -0.83
C -0.20 -2.99 -4.78  1.02
Cl -1.45 -3.18 -5.98  -0.31
C 0.84 -2.08 -5.04  -1.01
N 0.86 -1.34 -6.20  -0.07
C 1.20 0.04 -6.29  -0.17
C 2.00 0.42 -7.37  -0.53
C 2.36 1.74 -7.55  -0.53
C 1.95 2.70 -6.63  -0.73
C 1.16 2.32 -5.56  -0.77
C 0.74 1.00 -5.38  0.86
C -0.15 0.67 -4.22  -0.67
C 0.54 0.75 -2.85  0.68
O 1.43 1.56 -2.65  -0.69
O 0.03 -0.05 -1.98  -0.46
H 2.48 -2.53 -2.10  0.25
H 0.57 -4.05 -1.67  0.50
H -1.14 -4.36 -3.46  0.39
H 0.22 -1.66 -6.91  0.30
H 2.35 -0.35 -8.05  0.42
H 2.99 2.02 -8.39  0.35
H 2.24 3.73 -6.75  0.38
H 0.83 3.05 -4.83  0.44
H -0.65 -0.28 -4.32  0.29
H -0.94 1.42 -4.15  0.48
C 1.26 3.73 1.05  -1.49
C 2.20 2.61 1.51  0.38
C 2.75 1.86 0.30  -1.17
C 1.55 1.80 2.62  0.11
C 2.20 1.74 3.85  -0.33
C 1.57 1.30 5.01  -1.44
C 0.20 1.05 4.93  -0.73
C -0.50 1.03 3.74  0.86
C -2.00 0.83 3.78  0.03
C -2.75 1.96 3.06  -1.33
C -2.48 -0.54 3.30  -0.78
C 0.22 1.25 2.49  0.69
N -0.32 1.01 1.32  -0.26
H 1.81 4.46 0.43  0.48
H 0.84 4.26 1.90  0.37
H 0.44 3.34 0.46  0.00
H 3.07 3.09 1.98  0.48
H 1.97 1.33 -0.25  -0.43
H 3.54 1.16 0.59  0.28
H 3.18 2.56 -0.41  0.59
H 3.22 2.12 3.91  0.37
H 2.09 1.28 5.96  0.30
H -0.36 0.84 5.85  0.30
H -2.27 0.90 4.85  0.43
H -2.48 1.98 2.00  -0.08
H -2.49 2.94 3.49  0.36
H -3.83 1.82 3.14  0.45
H -2.23 -0.71 2.26  -0.16
H -3.57 -0.60 3.39  0.59
H -2.05 -1.34 3.89  -0.02

## Properties
<S²>: 0.782
Energy relative to the best compared isomer or geometry (same formula, charge and spin): 0.0 kcal per mole
HOMO energy (spin up / spin down): -1.052 / -1.445 eV
Net charge: -2
HOMO-LUMO gap (spin up / spin down): 0.18198 / 0.19642 Ha
Multiplicity: 2



Record 4
# C36H36BCl5F4N7O2Re

C36H36BCl5F4N7O2Re as an isolated structure (ωB97M-V with the def2-TZVPD basis set, OMol25).

Each line ends with the Mulliken charge.
Geometry (Å):
Re 0.27 -0.68 0.70  1.50
C -2.95 -0.92 -5.78  -1.85
C -3.00 -1.89 -4.60  2.10
C -2.16 -3.14 -4.92  -1.59
C -4.46 -2.30 -4.35  -1.89
C -2.39 -1.29 -3.35  0.82
C -1.31 -0.41 -3.39  -1.34
C -0.68 -0.03 -2.23  -0.81
N -1.06 -0.45 -1.02  0.42
C -2.15 -1.24 -0.95  -0.30
C -2.82 -1.67 -2.08  -0.57
C -2.52 -1.70 0.40  0.34
C -3.79 -2.10 0.74  -0.93
C -4.05 -2.61 2.02  0.77
C -2.96 -2.72 2.87  -1.01
C -1.71 -2.29 2.48  -0.77
N -1.50 -1.74 1.28  0.04
C -5.47 -2.97 2.43  2.06
C -6.19 -1.65 2.78  -1.59
C -6.20 -3.66 1.27  -1.73
C -5.50 -3.89 3.65  -1.93
H -3.45 -1.38 -6.64  0.46
H -1.94 -0.69 -6.09  0.35
H -3.47 0.02 -5.56  0.42
H -2.61 -3.66 -5.77  0.47
H -2.12 -3.82 -4.07  0.35
H -1.14 -2.87 -5.18  0.35
H -4.92 -2.58 -5.30  0.45
H -5.05 -1.49 -3.93  0.42
H -4.53 -3.17 -3.69  0.34
H -0.92 -0.05 -4.33  0.29
H 0.17 0.63 -2.26  0.74
H -3.65 -2.35 -1.95  0.41
H -4.58 -2.03 0.01  0.61
H -3.05 -3.16 3.85  0.40
H -0.84 -2.38 3.11  0.69
H -6.14 -0.94 1.95  0.36
H -5.74 -1.18 3.66  0.37
H -7.23 -1.86 2.99  0.43
H -6.40 -2.98 0.45  0.40
H -7.17 -4.02 1.63  0.47
H -5.64 -4.51 0.90  0.37
H -5.04 -3.44 4.53  0.40
H -5.00 -4.84 3.45  0.42
H -6.54 -4.11 3.91  0.44
O 3.42 -1.81 1.49  -0.41
C 2.46 -2.25 2.05  -0.21
O 1.23 -1.72 2.03  -0.33
H 2.49 -3.11 2.73  0.40
Cl -0.14 2.46 -0.52  -0.17
C -0.59 2.24 1.15  0.94
C -0.31 1.04 1.82  -1.07
C -0.54 1.09 3.21  1.06
Cl -0.04 -0.19 4.26  -0.12
C -1.11 2.20 3.85  -0.30
Cl -1.39 2.18 5.54  -0.17
C -1.45 3.32 3.12  0.54
Cl -2.19 4.67 3.88  -0.16
C -1.17 3.36 1.75  -0.46
Cl -1.53 4.77 0.85  -0.18
F 0.71 -2.32 -0.52  -0.40
B 1.16 -3.27 -1.73  0.13
F 2.38 -3.69 -1.38  -0.28
F 0.17 -4.20 -1.75  -0.31
F 1.13 -2.42 -2.81  -0.39
C 2.88 1.34 2.07  -1.49
C 2.96 0.86 0.67  0.83
N 2.01 0.22 -0.02  1.13
C 2.55 -0.07 -1.27  -0.47
C 3.80 0.42 -1.32  -1.29
N 4.03 1.03 -0.11  0.38
C 5.32 1.60 0.29  -1.20
N 5.18 2.94 0.76  0.83
N 5.44 3.24 2.06  -0.55
N 5.26 4.48 2.26  -0.57
C 4.87 5.06 1.07  0.29
C 4.55 6.39 0.77  -0.79
C 4.19 6.67 -0.52  -0.53
C 4.14 5.65 -1.50  -0.67
C 4.44 4.34 -1.22  -0.68
C 4.82 4.07 0.10  1.23
H 2.13 0.79 2.62  0.01
H 2.64 2.41 2.10  0.20
H 3.84 1.21 2.57  0.64
H 2.03 -0.67 -2.00  0.50
H 4.53 0.40 -2.10  0.55
H 5.96 1.57 -0.59  0.43
H 5.77 1.01 1.09  0.29
H 4.60 7.16 1.53  0.46
H 3.94 7.68 -0.80  0.40
H 3.85 5.92 -2.51  0.40
H 4.40 3.57 -1.98  0.43

## Properties
<S²>: 3.777
Energy relative to the best compared isomer or geometry (same formula, charge and spin): 5.1 kcal per mole
HOMO energy (spin up / spin down): -11.321 / -11.321 eV
Net charge: +1
HOMO-LUMO gap (spin up / spin down): 0.29058 / 0.25135 Ha
Multiplicity: 4



Record 5
# C36H36Cl3IN9O5V

C36H36Cl3IN9O5V as an isolated structure (ωB97M-V with the def2-TZVPD basis set, OMol25).

Each line ends with the Mulliken charge.
Geometry (Å):
V 0.04 0.28 0.08  -0.06
Cl -0.54 3.22 6.21  -0.14
C -0.04 2.90 4.61  0.02
C -0.36 1.68 4.05  -1.19
C 0.04 1.40 2.74  0.38
N -0.18 0.22 1.99  0.62
C -0.98 -0.82 2.47  0.01
O -1.65 -0.79 3.47  -0.60
C -1.00 -2.01 1.56  0.55
C -1.67 -3.15 1.93  -0.72
C -1.73 -4.20 1.01  -0.61
C -1.15 -4.02 -0.24  -1.03
C -0.54 -2.81 -0.54  0.05
N -0.44 -1.83 0.35  0.30
C 0.76 2.37 2.05  0.04
C 1.08 3.60 2.59  -1.00
C 0.68 3.87 3.88  0.11
Cl 1.06 5.39 4.57  -0.15
N 1.12 1.90 0.75  0.71
C 2.42 2.15 0.17  0.02
O 3.03 3.16 0.31  -0.49
C 2.92 0.92 -0.51  0.41
C 4.19 0.86 -1.03  -0.85
C 4.68 -0.38 -1.43  -0.51
C 3.88 -1.49 -1.28  -0.84
C 2.59 -1.34 -0.78  -0.31
N 2.10 -0.15 -0.43  0.87
H -0.92 0.96 4.63  0.72
H -2.12 -3.20 2.91  0.60
H -2.22 -5.12 1.26  0.47
H -1.19 -4.80 -0.99  0.52
H -0.14 -2.63 -1.53  0.37
H 1.64 4.33 2.02  0.62
H 4.79 1.76 -1.06  0.57
H 5.68 -0.47 -1.84  0.47
H 4.23 -2.48 -1.54  0.52
H 1.94 -2.19 -0.65  0.55
N -3.35 2.18 0.11  -0.19
C -3.14 0.88 0.30  0.32
O -2.05 0.34 0.03  0.33
C -4.26 0.07 0.87  -1.27
I -4.65 -1.61 -0.38  0.13
H -2.61 2.79 -0.21  0.14
H -4.24 2.61 0.34  0.25
H -5.18 0.63 0.97  0.71
H -3.94 -0.32 1.84  0.27
C -4.56 -0.17 -4.03  -1.66
C -3.81 -1.15 -4.94  2.48
C -4.88 -1.89 -5.76  -2.05
C -3.08 -2.20 -4.09  -0.87
C -2.83 -0.37 -5.89  1.16
O -3.57 0.48 -6.76  -0.65
C -1.82 -1.22 -6.69  -0.73
C -2.35 -2.20 -7.76  -1.05
C -2.33 -3.66 -7.36  0.12
C -3.41 -4.49 -7.63  -0.11
C -3.41 -5.83 -7.28  -0.89
C -2.29 -6.36 -6.65  0.28
Cl -2.27 -8.03 -6.18  -0.20
C -1.18 -5.56 -6.40  -0.94
C -1.21 -4.22 -6.76  -0.05
C -2.03 0.73 -5.14  -2.24
N -1.17 0.29 -4.05  0.96
C -1.30 0.55 -2.75  -0.48
N -0.31 -0.02 -2.07  0.40
C 0.42 -0.63 -3.06  -0.68
N -0.07 -0.45 -4.26  -0.87
H -5.37 -0.70 -3.53  0.52
H -4.99 0.64 -4.62  0.33
H -3.93 0.25 -3.24  -0.05
H -5.59 -2.36 -5.08  0.56
H -4.46 -2.68 -6.38  0.31
H -5.44 -1.19 -6.39  0.40
H -3.82 -2.71 -3.46  0.50
H -2.33 -1.77 -3.42  -0.30
H -2.60 -2.96 -4.71  -0.08
H -3.87 -0.02 -7.52  0.57
H -1.19 -1.75 -5.98  0.34
H -1.17 -0.49 -7.18  0.52
H -1.72 -2.09 -8.65  0.39
H -3.36 -1.93 -8.09  0.44
H -4.29 -4.08 -8.13  0.46
H -4.26 -6.46 -7.49  0.43
H -0.31 -6.00 -5.94  0.44
H -0.33 -3.62 -6.58  0.47
H -2.72 1.46 -4.74  0.38
H -1.40 1.23 -5.88  0.58
H -2.11 1.13 -2.34  0.44
H 1.33 -1.19 -2.90  0.61
O -0.35 3.11 -0.71  -0.62
N -0.02 2.06 -0.32  0.77

## Properties
Energy relative to the best compared isomer or geometry (same formula, charge and spin): 0.0 kcal per mole
HOMO energy (spin up / spin down): -12.418 / -12.418 eV
Net charge: +2
HOMO-LUMO gap (spin up / spin down): 0.18420 / 0.18240 Ha